Record 1
34
Properties=species:S:1:pos:R:3:forces:R:3 method="wB97M-V/def2-TZVPD" mol_weight_g_mol=271.77 e_homo_ev=-9.31 total_charge=0 multiplicity=1 smiles="C[C@@H](Cl)C[C@@H]1OS(=O)(=O)O[C@H]1CCCCN"
H -0.603 -2.363 -0.136 0.22 -0.15 -0.20
H -2.729 0.637 0.525 -0.06 0.24 0.11
O -1.203 1.274 -3.018 0.20 1.38 -0.25
S -1.319 0.019 -2.400 0.02 -0.38 0.67
H -0.218 -0.104 0.834 0.66 -0.51 -0.25
H 0.280 -1.733 1.951 0.17 0.19 0.17
H -3.070 -1.443 1.369 -0.04 0.04 0.33
H 0.801 2.415 1.706 -0.03 0.03 0.27
H 2.913 1.688 1.076 0.17 -0.04 0.31
H 1.858 1.208 -1.695 -0.27 0.04 -0.12
C -1.304 -2.454 0.681 -0.44 -0.18 0.29
C -2.468 -1.490 0.471 0.33 0.01 -0.28
H -0.328 -3.315 2.382 0.23 -0.21 0.10
H -0.597 2.327 -0.898 -0.10 -0.09 -0.39
O -1.332 -1.119 -3.218 -0.14 -1.24 -0.42
H 4.533 0.426 -1.102 -0.02 -0.06 0.02
H 1.899 0.315 0.820 -0.23 -0.31 0.00
C -0.617 -2.335 2.035 0.07 -0.10 -0.34
H 3.414 -0.588 -0.499 -0.02 -0.07 -0.06
H -1.286 -1.917 2.774 -0.16 0.20 0.23
C -0.669 0.344 -0.037 -0.35 0.74 0.34
C 2.657 1.266 -0.965 0.06 -0.52 0.07
C -2.122 -0.076 -0.016 -0.98 -0.17 -0.16
N 3.568 0.136 -1.189 0.16 0.24 0.01
O -0.201 -0.208 -1.275 0.29 -0.11 0.06
O -2.553 0.050 -1.400 0.21 0.05 -0.11
C 2.105 1.315 0.453 0.28 0.52 -0.25
C 0.930 2.265 0.638 -0.20 -0.46 0.23
H -1.207 2.230 0.711 -0.17 0.17 0.15
H 3.189 2.193 -1.141 0.11 0.23 -0.21
Cl -1.992 -4.122 0.554 0.01 -0.03 -0.08
H -3.104 -1.918 -0.289 -0.24 -0.02 -0.24
C -0.436 1.842 0.053 0.24 0.28 0.18
H 1.210 3.234 0.245 -0.01 0.29 -0.19

Record 2
82
Properties=species:S:1:pos:R:3:forces:R:3 method="wB97M-V/def2-TZVPD" mol_weight_g_mol=867.47 e_homo_ev="-0.07 / -2.02" total_charge=-2 multiplicity=2 e_above_lowest_kj_mol=40.94 s_squared=0.77
C 2.706 -0.146 1.769 -0.15 0.30 -0.07
H -3.600 2.997 1.039 0.01 -0.09 0.09
H -2.812 -4.019 4.032 -0.03 -0.02 0.00
C -5.501 -4.690 -0.216 0.24 -0.58 -0.21
C -2.840 -1.657 -1.923 0.24 0.21 0.33
H 4.932 1.346 1.661 0.07 0.00 0.23
N 1.827 0.041 -2.691 0.21 0.21 -0.20
C 1.567 4.040 -4.017 0.06 0.08 -0.14
N -0.820 -2.138 1.302 0.44 0.25 0.59
H -4.032 -3.238 -0.104 0.13 0.09 -0.06
N -0.190 1.785 -1.708 -0.01 -0.63 0.64
N 4.316 1.482 3.633 -0.13 0.27 0.13
C 5.092 1.991 2.534 0.15 -0.37 -0.19
C 3.559 -0.681 2.765 0.38 0.23 0.47
H 3.229 3.558 -5.305 0.01 0.00 0.02
H 0.652 2.070 1.883 0.05 0.02 0.04
N 2.064 -0.862 0.876 -0.42 0.63 -0.19
C -2.204 2.879 -2.532 0.08 -0.07 0.09
S -3.085 -0.510 -0.694 -0.03 0.17 0.17
S -4.100 -2.511 -2.597 -0.77 -0.52 -0.49
H 3.118 -1.165 -1.586 0.06 0.00 0.05
C -3.454 3.410 -2.295 -0.06 0.05 -0.02
H -0.870 -2.534 4.632 -0.01 -0.01 0.00
H 3.353 1.234 -4.500 0.04 -0.05 0.03
H -1.989 -3.102 -0.064 0.07 0.07 -0.13
C -1.181 -2.670 3.604 0.03 0.13 0.14
C 2.247 -2.195 0.866 -0.04 -0.73 -0.35
H 1.512 5.078 -4.329 0.00 0.03 0.01
H 0.319 -1.334 2.815 0.11 0.07 0.02
H 3.968 -0.064 -2.703 -0.09 -0.02 -0.03
H -1.202 0.817 2.662 -0.01 0.03 0.02
C -3.751 -4.472 1.523 -0.73 -0.21 -0.43
C -1.405 2.388 -1.492 -0.01 0.17 0.06
C 2.594 1.895 -4.099 0.02 0.02 -0.10
H 4.292 -2.552 3.543 0.02 -0.08 0.04
C 1.625 -0.921 -3.763 -0.13 -0.04 -0.03
H -2.205 2.285 2.655 -0.02 -0.04 0.02
C 0.672 3.569 -3.087 -0.08 0.11 0.04
Hg -0.253 -0.351 -0.734 0.04 0.20 -0.38
C 4.196 0.069 3.803 -0.29 0.04 -0.40
C 3.103 -0.168 -2.025 0.09 -0.06 0.10
H 1.712 -2.743 0.103 -0.05 -0.09 0.02
C 2.532 3.202 -4.556 0.21 0.05 -0.16
C -1.931 2.419 -0.175 0.09 0.08 -0.29
O 4.613 -0.419 4.868 0.23 -0.21 0.28
O -4.142 -5.433 2.177 0.21 0.10 0.20
H 0.582 2.889 0.311 0.00 -0.04 -0.02
H -2.723 0.829 1.753 -0.02 -0.03 0.06
C 0.676 2.226 -2.643 0.18 0.09 -0.05
H -5.715 -5.615 0.326 0.09 0.16 -0.10
C -0.508 -1.995 2.595 -0.18 -0.18 -0.45
H 3.204 0.562 -1.223 0.04 -0.07 0.03
H 3.136 -3.918 1.788 -0.01 -0.07 0.00
C -2.599 -3.629 1.925 0.89 0.37 0.92
C -2.248 -3.486 3.279 -0.25 -0.16 -0.81
H 2.423 -0.894 -4.524 0.02 0.03 0.08
H -1.828 2.798 -3.543 0.01 0.00 -0.05
H -4.934 3.873 -0.808 0.02 -0.03 0.01
C -1.812 -2.952 0.992 -0.55 -0.36 -0.09
H 0.672 -0.719 -4.249 0.01 -0.05 0.01
H 4.622 1.884 4.515 -0.05 -0.19 -0.17
H 6.172 2.031 2.750 -0.17 -0.03 -0.04
C 0.018 2.645 1.209 0.14 0.13 0.02
H -0.278 3.583 1.710 0.02 -0.04 0.01
O -6.637 -3.876 -0.119 -0.29 0.30 0.07
O 4.738 3.319 2.243 -0.04 0.56 -0.16
S -1.223 -1.996 -2.442 0.37 -0.07 0.11
C 3.041 -2.841 1.817 0.06 0.14 -0.01
N -4.345 -4.076 0.370 0.16 0.01 0.14
N -1.142 1.845 0.863 -0.07 -0.07 -0.04
H 1.581 -1.925 -3.339 0.01 -0.06 -0.01
C -3.950 3.462 -1.003 -0.21 0.07 -0.01
H -5.279 -4.899 -1.276 -0.02 0.02 0.32
H -6.409 -3.051 -0.570 -0.07 0.06 -0.12
H 3.786 3.332 2.090 0.01 -0.04 0.04
C 3.685 -2.102 2.772 -0.01 -0.42 0.15
H -4.049 3.767 -3.127 -0.05 0.01 -0.02
C -3.191 2.956 0.040 -0.01 0.08 0.16
H -0.060 4.245 -2.668 -0.03 0.00 0.00
C -1.864 1.430 2.048 -0.03 -0.02 -0.07
C 1.707 1.400 -3.160 -0.23 -0.01 0.13
H 2.518 0.921 1.746 0.00 0.11 0.00

Record 3
15
Properties=species:S:1:pos:R:3:forces:R:3 method="wB97M-V/def2-TZVPD" mol_weight_g_mol=78.12 e_homo_ev=-8.03 total_charge=0 multiplicity=1 e_above_lowest_kj_mol=29.82 smiles=CNN.NN
H -1.494 -1.637 -1.378 -0.04 0.08 0.11
H 1.042 1.048 2.000 -0.23 0.09 0.19
H 1.787 -0.002 -1.664 -0.34 -0.15 0.11
N -0.860 0.511 1.837 -0.15 -0.93 -2.32
H 0.126 2.233 1.381 0.00 -0.15 -0.01
H -1.751 0.896 2.143 0.21 -0.18 -0.23
H -0.830 0.232 0.750 -0.50 0.87 3.01
H -0.615 0.547 -1.467 0.20 -0.05 0.08
H -0.037 -2.159 -0.509 -0.08 -0.07 -0.02
H 0.056 -1.714 -2.226 0.01 -0.04 0.00
C -0.422 -1.478 -1.268 0.52 -0.03 -0.15
N 1.309 0.318 -0.817 -2.18 -0.75 -0.09
H 1.728 -0.180 -0.035 -0.19 0.04 -0.09
N 0.134 1.496 2.086 0.49 0.44 0.06
N -0.172 -0.112 -0.832 2.27 0.83 -0.66

Number 1: E -42662.00682 eV. Number 2: E -88034.35285 eV. Number 3: E -7156.97938 eV.